# 1
An isolated ion of composition C7H11O6 and charge +1 in a non-equilibrium geometry, computed with wB97M-V/def2-TZVPD.

```
24
Properties=species:S:1:pos:R:3:forces:R:3:nbo_charge:R:1
C -1.185599 -1.031861 0.211486 0.71 -0.06 0.65 0.099
C 0.359288 -1.297757 0.106657 -2.93 1.74 -3.17 -0.001
C -1.685173 0.102963 -0.774037 -1.77 1.25 2.06 -0.030
C 0.459945 1.335378 -0.357327 1.13 -0.21 0.52 -0.106
C 1.127732 -0.037538 -0.036085 1.14 3.21 -3.19 0.304
C -0.982779 1.306675 -0.198419 -0.26 0.56 -0.47 0.673
C 2.590924 0.130986 0.547683 -2.20 -3.00 -1.36 -0.068
O -1.476163 -0.746104 1.594861 1.12 2.22 -2.19 -0.720
O 0.580497 -2.075705 -1.032282 0.89 0.42 -0.17 -0.671
O -3.105481 0.176630 -0.701902 1.07 -0.80 -0.59 -0.678
O -1.712300 2.203968 0.398146 -1.57 -4.44 -3.48 -0.563
O 3.315841 1.112076 -0.022549 1.28 1.47 -2.38 -0.699
O 0.985614 0.633137 -1.485116 -0.49 -1.32 3.33 -0.442
H -1.703719 -1.945438 -0.055467 -0.18 -0.09 -0.37 0.213
H 0.524397 -1.743921 0.996711 1.37 -1.68 2.93 0.209
H -1.413285 -0.034223 -1.806928 0.56 -0.43 -0.27 0.280
H 1.055571 2.233306 -0.064733 -0.70 -0.62 -0.10 0.259
H 3.058735 -0.873240 0.270645 -0.54 0.85 1.35 0.206
H 2.236399 0.311147 1.590211 1.66 -0.12 -0.19 0.210
H -1.912382 -1.485287 1.935730 -1.24 -1.64 1.03 0.496
H 0.123954 -2.899034 -0.915884 -0.20 -0.86 -0.03 0.484
H -3.440906 0.941777 -0.243832 0.05 0.48 0.40 0.496
H -1.421011 2.762465 1.040956 2.26 2.88 2.76 0.536
H 3.619891 0.919589 -0.998524 -1.13 0.20 2.92 0.512
```
Forces are in eV/Å.

## Properties
orbital gap: 0.313 Eh
E_HOMO: -14.17 eV
LUMO level: -5.64 eV
net charge: +1
E_tot: -19711.0873 eV

=====

# 2
C31H35ClHfN4O2S2 as an isolated structure in a non-equilibrium geometry, computed with wB97M-V/def2-TZVPD.

```
76
Properties=species:S:1:pos:R:3:forces:R:3:lowdin_charge:R:1
Hf -0.213797 0.076668 0.755306 0.47 -0.07 -1.65 1.547
Cl -1.568641 -3.414303 7.049218 0.00 0.01 0.00 0.736
C -1.448041 -2.816878 5.438826 -0.05 -0.01 0.00 -0.654
C -2.539239 -2.922708 4.574518 -0.01 0.00 -0.01 -0.048
C -2.456620 -2.452574 3.277791 -0.07 -0.01 0.03 0.015
C -1.289560 -1.853295 2.821765 0.01 -0.01 -0.17 -0.300
O -1.225754 -1.415985 1.545380 -0.30 -0.34 0.89 -0.303
C -0.183405 -1.748993 3.683987 0.18 0.06 0.07 -0.130
C 1.086749 -1.208806 3.280178 -0.09 -0.17 0.03 -0.019
N 1.344350 -0.705666 2.118811 0.19 0.42 0.21 -0.024
C 2.620525 -0.157430 1.792002 -0.10 -0.14 0.05 -0.193
C 3.592438 0.216463 2.676745 0.10 0.02 0.12 0.022
C 4.814511 0.752145 2.216663 -0.07 -0.04 0.00 -0.026
C 5.046694 0.904872 0.880223 -0.01 -0.01 0.01 0.005
C 4.048765 0.543878 -0.054256 0.08 -0.06 -0.26 -0.131
C 4.212760 0.651373 -1.455119 0.02 0.02 0.03 0.042
C 3.196645 0.278555 -2.290368 -0.02 -0.02 -0.01 -0.009
C 1.984189 -0.162036 -1.738882 0.00 -0.01 -0.03 -0.112
N 1.791110 -0.284380 -0.440855 -0.05 0.30 0.35 0.004
C 2.825049 0.030271 0.401489 0.01 -0.04 0.24 -0.159
C -0.282297 -2.242146 4.996908 0.05 0.02 0.02 -0.033
H -3.454678 -3.375175 4.931544 0.00 -0.01 0.00 0.123
H -3.300758 -2.528297 2.604774 -0.01 0.01 0.02 0.132
H 1.872877 -1.252149 4.032461 0.06 -0.11 -0.07 0.141
H 3.439147 0.116875 3.743357 0.00 0.02 -0.01 0.121
H 5.567513 1.037588 2.937608 0.00 0.00 0.01 0.124
H 5.986323 1.304048 0.521641 0.00 -0.01 0.00 0.130
H 5.147476 1.028186 -1.852169 0.00 0.00 0.00 0.136
H 3.295316 0.343770 -3.364592 0.00 0.00 0.00 0.119
H 1.137220 -0.400275 -2.369754 0.00 0.01 0.01 0.076
H 0.567668 -2.167092 5.663640 -0.01 -0.01 0.00 0.126
C -1.687293 -2.873266 -4.019406 0.01 -0.02 0.05 -0.025
N -1.574692 -3.354831 -2.656885 -0.07 0.05 -0.10 -0.144
C -1.489111 -4.792246 -2.367195 -0.02 0.05 0.01 -0.076
C -1.433693 -4.832638 -0.830170 -0.02 0.05 -0.04 -0.089
N -1.262839 -3.416296 -0.498155 0.07 -0.06 0.07 0.048
C -1.423434 -2.627044 -1.558558 -0.11 -0.03 0.08 -0.702
S -1.444864 -0.907720 -1.517190 0.04 0.01 -0.12 0.704
H -0.764302 -3.065302 -4.569404 0.00 0.00 -0.01 0.102
H -1.892347 -1.807030 -4.009691 0.00 0.00 0.00 0.055
H -2.507422 -3.387714 -4.517731 -0.01 0.00 0.00 0.104
H -0.598500 -5.212591 -2.835951 0.03 0.01 0.01 0.133
H -2.363523 -5.303074 -2.766850 0.01 -0.02 -0.02 0.133
H -0.601655 -5.423914 -0.456250 0.00 -0.01 -0.01 0.125
H -2.359078 -5.216240 -0.401793 -0.01 0.00 0.01 0.128
H -1.304333 -3.030354 0.433026 -0.03 0.03 -0.03 0.099
C -2.292416 2.736872 -1.914966 -0.05 -0.06 -0.10 -0.194
S -0.602249 2.954804 -1.412931 0.02 0.13 0.27 1.052
O -0.273474 1.643637 -0.679502 -0.10 -0.04 0.01 -0.708
C 0.246949 2.869203 -2.947329 0.07 0.06 -0.07 -0.407
C 1.108333 3.928754 -3.203583 0.01 -0.05 -0.07 -0.068
C 1.807167 3.951094 -4.403895 0.01 -0.02 0.00 -0.044
C 1.641601 2.919868 -5.314787 -0.02 -0.01 0.01 -0.041
C 0.783727 1.855956 -5.037619 0.01 -0.01 0.00 -0.052
C 0.075171 1.822431 -3.850406 0.05 0.01 -0.01 -0.083
H -2.408161 1.754543 -2.372745 -0.04 0.04 -0.01 0.042
H -2.525819 3.530240 -2.624448 -0.04 0.00 0.02 0.086
H -2.912020 2.828926 -1.024850 -0.01 -0.01 0.01 0.060
H 1.225846 4.727990 -2.482433 -0.01 0.00 0.01 0.116
H 2.473694 4.773495 -4.623761 0.00 0.00 -0.01 0.121
H 2.177367 2.944224 -6.254313 0.01 -0.01 0.00 0.120
H 0.661513 1.058417 -5.758327 0.00 0.01 -0.02 0.118
H -0.585822 0.992857 -3.626728 -0.02 0.04 0.01 0.082
C -2.856483 1.653949 1.837661 -0.03 0.02 -0.01 -0.087
C -1.639854 2.560392 2.034510 0.02 -0.01 0.02 -0.526
C -1.872008 3.532949 3.186309 -0.04 0.00 0.01 -0.072
C -0.380839 1.698539 2.243433 -0.27 0.12 0.13 -0.274
H -3.771914 2.219485 1.653250 0.01 0.01 0.02 0.092
H -3.021400 1.042890 2.729041 0.00 -0.03 -0.02 0.091
H -2.756366 0.960925 0.982743 0.02 0.01 -0.02 0.045
H -1.509824 3.163268 1.127972 0.03 -0.01 -0.01 0.084
H -2.059767 2.985324 4.112907 0.01 0.01 0.00 0.087
H -2.730640 4.181356 3.001048 -0.01 -0.02 0.00 0.085
H -0.998986 4.167465 3.341981 0.00 -0.01 0.00 0.084
H -0.427843 1.281743 3.260941 0.04 -0.01 0.01 0.067
H 0.517064 2.332162 2.214190 0.04 -0.03 0.03 0.071
```
Forces are in eV/Å.

## Properties
orbital gap: 0.273 Eh
E_HOMO: -13.53 eV
LUMO level: -6.11 eV
net charge: +2
E_tot: -78261.6007 eV

=====

# 3
C33H33As2Br2NOPtS as an isolated structure, computed with wB97M-V/def2-TZVPD.

```
74
Properties=species:S:1:pos:R:3:forces:R:3:nbo_charge:R:1
Pt 0.673386 -0.062455 0.763972 0.34 0.01 -0.17 0.722
S 2.932584 -0.602028 -0.022718 -0.16 0.07 0.13 -0.327
C 3.421250 0.772947 -1.030240 -0.07 -0.03 -0.02 -0.034
C 4.787524 0.982344 -1.235569 0.03 -0.01 -0.01 -0.258
C 5.237211 2.036741 -2.010880 0.01 0.01 0.00 -0.192
C 4.338428 2.918061 -2.599864 -0.02 -0.01 0.00 -0.239
C 2.979853 2.724318 -2.407603 0.04 0.01 -0.04 -0.187
C 2.523502 1.661092 -1.637688 -0.01 -0.05 0.05 -0.447
As 0.660810 1.343859 -1.292914 0.11 0.04 -0.08 1.006
C -0.271215 2.995226 -1.656386 -0.03 -0.04 0.02 -0.379
C -0.786171 3.701237 -0.574492 -0.03 0.00 -0.01 -0.193
C -1.488257 4.879232 -0.793585 0.00 0.00 0.01 -0.205
C -1.677865 5.345469 -2.085893 0.00 0.01 0.02 -0.196
C -1.175070 4.632325 -3.166816 0.00 0.00 -0.02 -0.233
C -0.477406 3.453172 -2.954986 0.01 0.03 -0.01 -0.150
C 0.111600 0.234747 -2.781874 -0.08 0.10 -0.04 -0.251
C 1.033158 -0.456424 -3.557782 -0.01 -0.05 0.07 -0.235
C 0.589592 -1.308342 -4.562638 0.03 0.00 0.01 -0.210
C -0.768310 -1.466142 -4.795325 -0.01 -0.02 -0.02 -0.214
C -1.691053 -0.771832 -4.023113 -0.01 0.01 0.01 -0.201
C -1.252650 0.073869 -3.016626 0.01 0.03 -0.05 -0.259
H 5.495097 0.307612 -0.770633 0.00 0.00 0.00 0.217
H 6.302026 2.177232 -2.149451 0.00 0.00 0.00 0.213
H 4.692141 3.748358 -3.196434 0.00 0.00 0.00 0.214
H 2.268779 3.410163 -2.852899 0.00 0.00 0.00 0.217
H -0.671894 3.311044 0.430444 0.00 -0.01 0.00 0.246
H -1.900335 5.421105 0.047661 0.00 0.00 0.00 0.220
H -2.230137 6.260991 -2.254888 0.00 0.00 0.00 0.215
H -1.333793 4.991112 -4.175798 0.00 0.00 0.00 0.215
H -0.102873 2.887005 -3.800230 0.00 0.00 0.01 0.210
H 2.094081 -0.338268 -3.371725 0.01 0.00 -0.01 0.230
H 1.310085 -1.846673 -5.165195 0.00 0.00 0.00 0.216
H -1.109470 -2.127924 -5.581357 0.00 0.00 0.00 0.215
H -2.752663 -0.890457 -4.201385 0.00 0.00 0.00 0.218
H -1.977636 0.616271 -2.418052 0.00 0.00 0.00 0.224
Br -3.879533 2.521476 1.988635 0.02 0.02 0.01 0.060
C -3.617051 0.912850 1.037153 -0.07 -0.06 -0.05 -0.193
C -4.726705 0.259810 0.491532 -0.01 0.04 0.02 -0.212
C -4.591014 -0.907368 -0.208599 0.09 -0.02 0.00 -0.124
Br -6.133889 -1.743299 -0.923407 -0.04 -0.01 -0.01 0.043
C -3.311752 -1.477311 -0.403377 -0.09 0.00 -0.01 -0.129
C -3.058974 -2.667433 -1.124749 0.00 0.01 0.02 -0.122
C -1.779792 -3.115011 -1.285995 0.00 0.03 0.01 -0.261
C -0.724419 -2.378829 -0.724784 0.02 -0.03 -0.04 0.070
N -0.938126 -1.286288 -0.031958 -0.07 -0.01 0.05 -0.477
C -2.198878 -0.804998 0.149905 0.05 0.06 0.05 0.154
C -2.313516 0.428409 0.909649 0.07 -0.06 -0.06 0.318
O -1.281850 0.999845 1.405587 -0.12 -0.05 0.07 -0.739
H -5.707363 0.693860 0.631356 0.00 0.00 0.00 0.241
H -3.892624 -3.206060 -1.554198 0.00 0.00 0.00 0.234
H -1.563056 -4.011834 -1.848568 0.00 0.00 0.00 0.230
H 0.310301 -2.673221 -0.856355 -0.01 0.00 0.01 0.220
C 2.114593 -3.513612 2.030699 0.03 -0.02 0.00 -0.618
C 0.946235 -3.110002 2.921168 -0.04 0.02 0.03 -0.720
As 0.729093 -1.172343 2.978771 -0.02 0.04 0.09 1.002
C 2.195515 -0.591868 4.129669 -0.01 -0.01 -0.05 -0.714
C 2.244883 -1.224677 5.512218 -0.01 -0.02 0.04 -0.621
C -0.876132 -0.886141 4.064624 0.03 -0.01 0.04 -0.712
C -1.340893 -2.067956 4.906835 0.02 -0.03 0.02 -0.617
H 2.188973 -4.599631 1.958380 0.01 0.00 0.00 0.215
H 3.063904 -3.141615 2.420002 0.00 0.01 0.00 0.212
H 2.004658 -3.111360 1.022408 0.00 -0.01 0.00 0.220
H 1.076077 -3.473977 3.941389 -0.02 -0.03 -0.01 0.220
H 0.005923 -3.522740 2.549245 0.01 0.02 -0.03 0.226
H 2.090635 0.493105 4.192530 0.00 -0.01 0.01 0.233
H 3.109989 -0.778908 3.563045 0.00 0.01 0.00 0.239
H 1.324497 -1.044545 6.070198 0.01 0.01 0.00 0.205
H 3.066984 -0.808031 6.096488 0.00 0.00 -0.01 0.220
H 2.399926 -2.303508 5.460123 -0.01 0.00 -0.01 0.204
H -1.651129 -0.568626 3.367915 0.01 0.00 0.01 0.246
H -0.656089 -0.015197 4.686078 0.00 0.00 0.00 0.229
H -1.662747 -2.901102 4.280812 0.01 0.00 0.00 0.206
H -2.191540 -1.779366 5.526230 -0.01 0.00 -0.01 0.221
H -0.559421 -2.437485 5.572307 0.00 0.01 0.00 0.202
```
Forces are in eV/Å.

## Properties
orbital gap (spin up / spin down): 0.214 / 0.245 Eh
2S+1: 3
E_HOMO (spin up / spin down): -5.92 / -7.34 eV
LUMO level (spin up / spin down): -0.09 / -0.66 eV
E_tot: -314138.8031 eV

=====

# 4
A 2-piece molecular cluster, H4O2 overall in a non-equilibrium geometry, computed with wB97M-V/def2-TZVPD.

```
6
Properties=species:S:1:pos:R:3:forces:R:3:nbo_charge:R:1
H 1.173535 1.001139 0.075316 0.14 -2.32 -0.41 0.495
H 1.783980 -0.475412 0.309006 -0.29 0.50 -0.09 0.491
H -1.904593 -0.715107 -0.108974 -0.57 -0.80 -0.06 0.457
H -0.585837 0.010220 -0.047183 -0.80 0.08 -0.05 0.483
O 1.092410 0.016377 -0.163104 0.70 1.94 0.48 -0.955
O -1.559495 0.162785 -0.065059 0.82 0.61 0.12 -0.972
```
Forces are in eV/Å.

## Properties
orbital gap: 0.414 Eh
E_HOMO: -10.68 eV
SMILES: O.O
LUMO level: 0.60 eV
E_tot: -4159.7546 eV

=====

# 5
A 2-piece molecular cluster, C6H16NOS overall in a non-equilibrium geometry, computed with wB97M-V/def2-TZVPD.

```
25
Properties=species:S:1:pos:R:3:forces:R:3:nbo_charge:R:1
C -0.394587 -0.561855 -0.793502 1.67 -0.29 -1.42 -0.455
C -1.809792 -0.919565 -1.179016 -1.94 0.92 -0.74 -0.525
S -3.033263 0.494112 -1.408451 0.38 -0.02 0.73 -0.760
C 0.114323 -1.273705 0.468184 0.64 -0.83 -0.84 -0.208
N 1.101580 -0.563493 1.251458 1.29 -0.34 -0.12 -0.432
C 2.363681 -0.432382 0.495715 -0.51 -0.38 0.80 -0.220
C 3.449585 0.459572 1.079973 0.70 1.20 0.00 -0.636
C 1.246037 -1.070092 2.628221 0.67 1.27 -0.33 -0.419
H 0.222669 -0.793892 -1.712342 -0.16 -1.42 0.76 0.182
H 0.074252 0.417436 -0.896215 -1.62 1.14 1.24 0.212
H -2.251796 -1.757239 -0.598749 0.47 0.65 0.25 0.181
H -1.922233 -1.249459 -2.202167 0.88 -0.59 -0.21 0.202
H -0.634460 -1.473788 1.242253 -0.56 -0.33 -0.94 0.202
H 0.544577 -2.220313 -0.031433 -0.46 0.37 1.53 0.145
H 2.028919 0.030922 -0.401481 -0.04 0.32 -0.89 0.204
H 2.840504 -1.394809 0.171232 -0.48 0.13 0.43 0.149
H 4.372771 -0.011451 1.405312 -0.06 -0.63 0.04 0.194
H 3.762329 1.109103 0.259159 0.17 0.09 0.02 0.214
H 3.233383 1.174177 1.891180 -0.72 -0.49 -0.25 0.218
H 2.316271 -1.155079 2.799728 0.18 -0.20 0.36 0.183
H 0.892442 -0.280669 3.328772 -0.09 -0.76 -0.20 0.194
H 0.801103 -2.042972 2.841428 -0.23 0.05 -0.19 0.186
H -0.638411 2.073935 -1.426307 -0.68 0.07 0.13 0.493
H -1.228105 3.197992 -0.569902 -0.30 -0.39 -0.06 0.477
O -0.444686 2.946393 -1.061070 0.78 0.45 -0.13 -0.980
```
Forces are in eV/Å.

## Properties
orbital gap: 0.209 Eh
E_HOMO: -2.41 eV
LUMO level: 3.28 eV
net charge: -1
E_tot: -20853.2750 eV

=====

# 6
One molecule with the formula C3H6OSe in a non-equilibrium geometry, computed with wB97M-V/def2-TZVPD.

```
11
Properties=species:S:1:pos:R:3:forces:R:3:nbo_charge:R:1
C -0.995783 -1.397110 0.094947 1.59 0.93 -0.44 0.418
C 0.897401 1.334680 -0.973739 -0.14 0.26 1.09 -0.781
C -0.255149 -0.558567 1.130922 -1.37 -0.26 0.61 -0.695
O -1.903277 -0.893380 -0.518640 -0.13 -0.88 -0.03 -0.525
Se 1.488931 0.093637 0.441698 -0.36 -0.56 0.59 0.273
H -0.469403 -2.363018 -0.180595 -0.87 0.41 0.13 0.118
H 1.658129 1.215331 -1.760966 -0.92 -0.15 -0.05 0.233
H -0.167185 1.041713 -1.148233 1.07 0.47 -0.57 0.249
H 0.994093 2.369512 -0.571948 -0.38 -0.79 -0.33 0.223
H -0.953921 0.238111 1.376370 0.26 0.66 -0.43 0.234
H -0.293840 -1.080914 2.110182 1.24 -0.09 -0.57 0.252
```
Forces are in eV/Å.

## Properties
orbital gap: 0.342 Eh
E_HOMO: -8.72 eV
SMILES: C[Se]CC=O
LUMO level: 0.60 eV
E_tot: -70600.8162 eV